[1]
This record from OMol25 describes a structure of composition C4H4O6Tl. The level of theory is ωB97M-V/def2-TZVPD.

Computed properties:
- HOMO (alpha / beta) (eV) = -9.14 / -9.06
- <S²> = 0.77
- maximum force (eV/Å) = 9.679
- energy relative to the best compared isomer or geometry (same formula, charge and spin) (kcal per mole) = 84.7
- frontier orbital gap (alpha / beta) (eV) = 7.95 / 4.59

Structure (ORCA input):
```
! RIJCOSX wB97M-V def2-TZVPD def2/J DEFGRID3
* xyz 0 2
O -1.897 -1.165 0.851
C -2.065 0.049 0.389
O -1.460 1.031 0.825
O -2.220 -0.007 -0.903
Tl 0.570 2.068 0.744
O 3.017 -0.808 -0.504
C 2.300 0.174 -0.215
C -0.741 -1.919 0.403
O 2.678 1.222 0.357
O 1.001 0.136 -0.582
C -0.201 -1.306 -0.886
H -1.110 -2.937 0.241
H -0.019 -1.906 1.226
H -0.750 -1.588 -1.792
H 0.650 -1.937 -1.178
*
```

Here is what Löwdin gives for the atomic charges, in e:
1. O -0.022
2. C -0.712
3. O -0.170
4. O -0.022
5. Tl 1.323
6. O 0.082
7. C -0.833
8. C -0.097
9. O -0.043
10. O -0.159
11. C 0.123
12. H 0.149
13. H 0.138
14. H 0.136
15. H 0.107



[2]
This record from OMol25 describes a structure of composition C4H4ORb. The level of theory is ωB97M-V/def2-TZVPD.

Computed properties:
- HOMO (alpha / beta) (eV) = -18.86 / -18.87
- <S²> = 0.77
- maximum force (eV/Å) = 2.242
- frontier orbital gap (alpha / beta) (eV) = 8.69 / 7.84

Structure (ORCA input):
```
! RIJCOSX wB97M-V def2-TZVPD def2/J DEFGRID3
* xyz 2 2
H 0.281 0.975 1.087
C -2.866 -0.010 0.044
C -1.658 -0.224 0.143
C -0.311 -0.417 0.328
C 0.674 0.630 -0.064
O 1.930 0.320 -0.131
H -3.935 0.164 0.021
H 0.049 -1.451 0.418
H 0.319 1.334 -0.852
Rb 5.517 -1.321 -0.995
*
```

Here is what natural (NBO) gives for the atomic charges, in e:
1. H 0.369
2. C 0.231
3. C -0.192
4. C 0.089
5. C -0.128
6. O -0.244
7. H 0.300
8. H 0.301
9. H 0.275
10. Rb 0.999



[3]
This record from OMol25 describes a structure of composition C4H4OS. The level of theory is ωB97M-V/def2-TZVPD.

Computed properties:
- HOMO (eV) = -9.27
- maximum force (eV/Å) = 5.414
- energy relative to the best compared isomer or geometry (same formula, charge and spin) (kcal per mole) = 98.1
- frontier orbital gap (eV) = 7.52

Structure (ORCA input):
```
! RIJCOSX wB97M-V def2-TZVPD def2/J DEFGRID3
* xyz 0 1
C 0.563 0.963 1.709
C 0.564 0.180 0.345
C -0.653 -0.054 -0.526
C -0.488 -0.908 -1.761
H 1.107 -0.040 2.410
H 1.476 -0.597 0.256
H -1.706 0.304 -0.104
H -1.279 -0.758 -2.460
O 0.516 -1.612 -1.889
S -0.100 2.521 2.019
*
```

Here is what natural (NBO) gives for the atomic charges, in e:
1. C -0.300
2. C -0.201
3. C -0.287
4. C 0.370
5. H 0.229
6. H 0.255
7. H 0.241
8. H 0.134
9. O -0.506
10. S 0.065



[4]
This record from OMol25 describes the molecule C4H4OS. The level of theory is ωB97M-V/def2-TZVPD.

Computed properties:
- HOMO (eV) = -9.10
- SMILES = C#CCOC=S
- maximum force (eV/Å) = 13.548
- energy relative to the best compared isomer or geometry (same formula, charge and spin) (kcal per mole) = 135.4
- frontier orbital gap (eV) = 8.81

Structure (ORCA input):
```
! RIJCOSX wB97M-V def2-TZVPD def2/J DEFGRID3
* xyz 0 1
C 1.096 1.056 -1.595
C -0.107 0.167 0.377
C -0.349 -1.175 0.890
C -1.143 -1.899 1.850
H 1.759 0.715 -2.508
H 0.087 0.862 1.188
H -1.029 0.576 -0.422
H -1.492 -2.817 2.156
O 0.923 0.012 -0.651
S 0.255 2.504 -1.285
*
```

Here is what natural (NBO) gives for the atomic charges, in e:
1. C 0.056
2. C -0.202
3. C -0.017
4. C -0.172
5. H 0.237
6. H 0.243
7. H 0.237
8. H 0.213
9. O -0.503
10. S -0.092



[5]
This record from OMol25 describes a structure of composition C4H4OSn. The level of theory is ωB97M-V/def2-TZVPD.

Computed properties:
- HOMO (alpha / beta) (eV) = -6.02 / -5.81
- maximum force (eV/Å) = 6.075
- energy relative to the best compared isomer or geometry (same formula, charge and spin) (kcal per mole) = 88.7
- frontier orbital gap (alpha / beta) (eV) = 5.88 / 5.32

Structure (ORCA input):
```
! RIJCOSX wB97M-V def2-TZVPD def2/J DEFGRID3
* xyz 0 1
C 1.656 -0.871 0.023
C 2.386 0.275 -0.052
O 1.787 1.483 0.028
Sn 0.169 0.463 0.274
H 2.207 -1.808 -0.112
H 3.483 0.320 -0.196
C -3.136 0.278 -0.047
C -1.905 0.435 0.034
H -4.203 0.159 -0.197
H -2.444 -0.734 0.246
*
```

Here is what Löwdin gives for the atomic charges, in e:
1. C -0.247
2. C -0.504
3. O -0.355
4. Sn 1.099
5. H 0.037
6. H 0.118
7. C 0.001
8. C -0.352
9. H 0.085
10. H 0.119



[6]
This record from OMol25 describes a cluster of 2 separate species, C4H4P2 in total. The level of theory is ωB97M-V/def2-TZVPD.

Computed properties:
- HOMO (eV) = -8.10
- maximum force (eV/Å) = 3.596
- energy relative to the best compared isomer or geometry (same formula, charge and spin) (kcal per mole) = 49.7
- frontier orbital gap (eV) = 7.59

Structure (ORCA input):
```
! RIJCOSX wB97M-V def2-TZVPD def2/J DEFGRID3
* xyz 0 1
C -0.054 -0.416 -0.966
C 0.206 0.842 -0.625
C -0.193 -0.823 0.568
C 0.050 0.434 0.900
P -4.100 0.525 0.523
P -2.919 -0.754 -0.243
H 0.177 -0.876 -1.922
H 0.516 1.767 -1.165
H -0.369 -1.717 0.999
H 0.267 0.827 1.894
*
```

Here is what natural (NBO) gives for the atomic charges, in e:
1. C -0.233
2. C -0.206
3. C -0.215
4. C -0.188
5. P -0.026
6. P 0.008
7. H 0.219
8. H 0.221
9. H 0.206
10. H 0.215



[7]
This record from OMol25 describes a cluster of 2 separate species, C4H4S in total. The level of theory is ωB97M-V/def2-TZVPD.

Computed properties:
- HOMO (alpha / beta) (eV) = -8.78 / -8.78
- maximum force (eV/Å) = 2.210
- energy relative to the best compared isomer or geometry (same formula, charge and spin) (kcal per mole) = 146.2
- frontier orbital gap (alpha / beta) (eV) = 7.26 / 7.27

Structure (ORCA input):
```
! RIJCOSX wB97M-V def2-TZVPD def2/J DEFGRID3
* xyz 0 1
C 0.588 1.198 0.140
C -0.083 0.061 -0.171
C 1.275 0.197 -0.570
C -1.340 -0.670 -0.095
S 3.990 -0.355 0.240
H 0.548 2.148 0.622
H -1.389 -1.454 -0.850
H -2.186 0.009 -0.206
H -1.403 -1.133 0.890
*
```

Here is what natural (NBO) gives for the atomic charges, in e:
1. C -0.179
2. C 0.042
3. C -0.031
4. C -0.675
5. S -0.133
6. H 0.235
7. H 0.241
8. H 0.241
9. H 0.259



[8]
This record from OMol25 describes the molecule C4H4S. The level of theory is ωB97M-V/def2-TZVPD.

Computed properties:
- HOMO (eV) = -8.89
- SMILES = C#CC(C)=S
- maximum force (eV/Å) = 1.867
- energy relative to the best compared isomer or geometry (same formula, charge and spin) (kcal per mole) = 52.6
- frontier orbital gap (eV) = 8.17

Structure (ORCA input):
```
! RIJCOSX wB97M-V def2-TZVPD def2/J DEFGRID3
* xyz 0 1
C -0.793 -0.291 -1.096
C -0.148 0.617 -0.087
C 0.822 0.015 0.845
C 1.505 -0.374 1.745
H -0.135 -0.924 -1.655
H -1.551 -0.910 -0.619
H -1.355 0.331 -1.819
H 2.216 -0.620 2.510
S -0.561 2.156 0.176
*
```

Here is what natural (NBO) gives for the atomic charges, in e:
1. C -0.668
2. C -0.148
3. C -0.095
4. C -0.153
5. H 0.234
6. H 0.244
7. H 0.236
8. H 0.241
9. S 0.110